1.
Density functional theory data (ωB97M-V/def2-TZVPD) for a molecular structure, C40H46GeIrNO4SSi2.

Geometry as ORCA input:
```
! RIJCOSX wB97M-V def2-TZVPD def2/J DEFGRID3
* xyz 1 2
Ir 0.8868 -0.1288 0.7965
Ge -5.4828 0.0864 -0.7674
S 1.6566 -0.4239 -1.3231
Si 2.3197 -0.1642 3.5039
Si -0.9265 0.0927 3.8806
O -0.9017 0.4390 0.1538
O 7.7103 -1.4415 1.2778
O 8.4317 -0.2931 -0.4746
O -0.6170 -1.6013 0.7591
N 1.5026 1.8107 1.1960
C -6.9215 0.9085 -3.1563
C -5.7211 2.6847 -2.0840
C -5.9806 0.6031 1.0486
C -0.8640 0.8220 5.6111
C 1.1755 4.0945 0.7325
C -1.0519 -1.7705 4.0110
C -5.9345 -3.8644 -2.2023
C -5.4357 -2.6004 -1.9180
C -7.4024 -2.1001 -0.6438
C -6.4835 1.8676 1.3481
C 3.8878 -1.7892 -0.4595
C -7.3280 1.7852 -4.1534
C -3.5033 0.0830 -0.8652
C -6.8358 2.2043 2.6486
C -2.8397 -1.0138 -0.0448
C 5.5718 0.3892 -0.8563
C 6.0605 -0.7752 -0.2749
C 7.4629 -0.8790 0.2524
C 0.1071 3.0756 2.6432
C -1.4239 -0.7352 0.3101
C 0.3573 4.1829 1.8662
C -6.1589 -1.7025 -1.1341
C 2.4927 -1.8476 2.6803
C -6.6995 1.2747 3.6695
C -2.4465 0.8320 3.0413
C 5.2180 -1.8661 -0.0901
C 0.7354 1.8705 2.3094
C -6.9315 3.1137 -4.1139
C -5.8647 -0.3254 2.0848
C -6.1265 3.5643 -3.0765
C 2.4056 -0.3785 5.3569
C -6.2182 0.0041 3.3853
C 3.7446 0.9291 2.9722
C -7.9078 -3.3608 -0.9282
C 1.6889 2.8705 0.3940
C -7.1729 -4.2449 -1.7057
C -6.1178 1.3471 -2.1059
C 0.6457 0.5457 2.8987
C 4.2341 0.4821 -1.2084
C 3.3894 -0.5989 -0.9821
H -1.0752 1.8938 5.5899
H -3.2038 0.0317 -1.9139
H 1.6402 -1.0503 5.7460
H -7.5660 -5.2287 -1.9264
H 6.2196 1.2451 -1.0033
H -7.2317 3.1887 2.8622
H 3.8536 1.3934 -1.6507
H 2.3345 0.5711 5.8886
H 3.2367 -2.6441 -0.3306
H -2.7463 1.7652 3.5225
H -5.3605 -4.5478 -2.8146
H -3.3582 -1.1895 0.9063
H -6.6198 2.5990 0.5599
H 5.6132 -2.7686 0.3565
H 8.0922 0.0179 -1.3229
H -7.2426 -0.1264 -3.1956
H -0.5460 3.1189 3.5025
H -1.6326 0.3564 6.2330
H -1.9963 -2.0280 4.4969
H -5.8164 4.6008 -3.0425
H 1.3857 4.9629 0.1267
H -6.1322 -0.7322 4.1748
H 2.0224 -1.7640 1.6824
H -0.2516 -2.1885 4.6260
H 3.5191 -2.1789 2.5409
H 4.6634 0.5231 3.4029
H -8.8761 -3.6540 -0.5438
H -2.8336 -1.9835 -0.5483
H -5.0870 3.0553 -1.2845
H -7.9846 -1.4234 -0.0276
H -3.1831 1.0634 -0.5054
H -7.9542 1.4297 -4.9612
H -3.2948 0.1526 3.1436
H -6.9870 1.5327 4.6805
H -2.3277 1.0569 1.9822
H 3.3783 -0.8164 5.5981
H -0.0902 5.1344 2.1226
H -1.0313 -2.2628 3.0405
H -5.5278 -1.3364 1.8738
H 3.6237 1.9489 3.3425
H 1.8890 -2.6213 3.1558
H 3.8819 0.9758 1.8905
H 0.0908 0.6805 6.1109
H -4.4756 -2.3123 -2.3350
H 2.2757 2.6971 -0.4968
H -7.2490 3.7978 -4.8899
*
```

Values from the calculation:
gap between HOMO and LUMO (alpha / beta) = 6.7 / 5.5 eV
energy above the lowest of the compared OMol25 structures with the same formula, charge and spin = 139.63 kJ/mol
expectation value of S² = 0.7568



2.
Density functional theory data (ωB97M-V/def2-TZVPD) for a molecular structure, C40H46N6O9P2STi.

Geometry as ORCA input:
```
! RIJCOSX wB97M-V def2-TZVPD def2/J DEFGRID3
* xyz 0 1
Ti -0.8143 -0.3062 -0.3607
S 0.3481 3.7584 2.2373
P 2.4965 -0.2949 1.1502
P 2.7805 -3.7030 1.0209
O -2.4251 -0.2614 -1.2750
O 3.0793 0.1636 -0.1270
O 1.4222 -3.9538 1.5742
O -0.2345 1.0289 -1.5077
O 0.8649 -0.5008 1.0661
O 0.6813 -1.3795 -0.0665
O 2.6799 -3.3169 -0.5915
O 0.6882 2.3129 2.0359
O 2.5071 0.6444 2.4014
N 4.2796 -1.2464 -4.2660
N 4.6323 -1.7306 1.0290
N -1.8620 -0.9763 1.2446
N -3.4037 1.7110 -0.3455
N -0.0571 -1.6540 -2.3381
N -2.4640 2.6849 -0.1059
C 1.8447 -1.9188 -3.7430
C 1.2720 1.1824 5.9352
C 3.1988 -1.5479 -4.0326
C -0.8770 1.5904 -2.5625
C 3.4040 -1.9786 3.1634
C 5.2371 2.5876 0.9571
C -1.6477 2.6656 -2.4003
C -5.8694 0.4395 -0.2485
C -7.1094 -1.6138 -0.4074
C 1.9023 1.9517 6.9017
C 5.0136 2.5594 2.3223
C 0.3387 3.1657 4.9394
C -3.0198 -2.5973 2.2789
C -1.8267 3.2373 -1.0654
C 1.7426 3.3278 6.8978
C -2.4396 1.0457 2.6034
C -1.1558 4.5519 -0.8053
C 3.2981 3.9690 0.6664
C 3.2792 -1.8200 1.6668
C -0.6967 -2.5594 -3.0758
C 1.1778 -2.8643 -4.5152
C 1.8882 4.6434 2.6386
C -2.5222 -0.4141 2.3113
C -4.7712 -1.5781 -0.9525
C -4.7154 -0.2199 -0.6664
C -3.4163 0.5181 -0.7712
C -3.2337 -1.3784 2.9701
C -0.6797 0.9408 -3.8962
C 3.0689 3.9460 2.0376
C -5.9647 -2.2733 -0.8194
C 1.1890 -1.3254 -2.6694
C 3.9236 3.2264 2.8605
C 0.9659 3.9289 5.9202
C -1.6956 -3.2999 0.2094
C 0.4895 1.7816 4.9622
C -0.1221 -3.1839 -4.1744
C -0.4508 3.8442 3.8615
C -2.1821 -2.3357 1.2298
C -7.0579 -0.2551 -0.1241
C 4.3716 3.2864 0.1265
H -2.3142 1.2192 3.6731
H -1.1424 1.5561 -4.6663
H 3.7324 3.1854 3.9252
H -0.6390 -3.5568 0.3291
H -5.8142 1.4930 -0.0179
H 0.3780 0.8145 -4.1401
H 3.9370 -1.1539 3.6459
H -1.8606 -2.9302 -0.8067
H 5.3320 -1.3141 1.6485
H 5.6821 2.0148 2.9744
H 1.9927 4.7107 3.7208
H 0.8418 5.0052 5.9217
H -3.8768 -2.0940 -1.2623
H 4.5465 -1.1616 0.1693
H -2.0625 3.1539 -3.2727
H -1.7100 -2.7909 -2.7776
H 4.9412 -2.6883 0.7864
H 1.6944 -0.5909 -2.0535
H 1.8174 -2.9048 -0.7396
H 2.2194 3.9343 7.6553
H 2.6245 4.5126 0.0164
H -0.0046 1.1721 4.2215
H 1.9284 1.4554 2.2833
H -8.0398 -2.1544 -0.3004
H 6.0835 2.0659 0.5328
H 1.3832 0.1082 5.9368
H -1.3633 5.2229 -1.6422
H 1.7419 5.6422 2.2265
H -5.9932 -3.3333 -1.0305
H 2.5075 1.4779 7.6624
H -1.5162 5.0062 0.1128
H -2.2800 -4.2166 0.2936
H -1.1547 -0.0421 -3.9124
H -3.4199 -3.5675 2.5212
H 2.4031 -2.0326 3.5897
H 4.5324 3.2934 -0.9407
H -1.5938 1.5173 2.0901
H -0.5744 4.9102 4.0607
H -3.3346 1.5775 2.2732
H -3.8425 -1.2207 3.8456
H -0.0711 4.4367 -0.7604
H 3.9027 -2.9219 3.4005
H -1.4381 3.4118 3.6968
H 1.6735 -3.3352 -5.3524
H -7.9497 0.2651 0.1997
H -0.6878 -3.9120 -4.7363
*
```

Values from the calculation:
gap between HOMO and LUMO = 6.4 eV
energy above the lowest of the compared OMol25 structures with the same formula, charge and spin = 936.30 kJ/mol



3.
Density functional theory data (ωB97M-V/def2-TZVPD) for a molecular structure, C40H47BeBrFN3O2Se.

Geometry as ORCA input:
```
! RIJCOSX wB97M-V def2-TZVPD def2/J DEFGRID3
* xyz 0 1
Br -0.9707 6.0544 0.3789
Se -2.2986 -0.0561 -0.9508
F 0.8762 0.7482 0.5589
O 0.5715 1.5100 -2.0187
O 0.0526 1.6089 -4.1784
N -2.1165 1.0115 1.6814
N 2.3153 -0.5849 -0.9870
N -1.6628 -1.1293 1.6301
C 3.9704 -2.8715 -3.4116
C -2.0228 -0.0653 0.8553
C 5.4287 -1.0416 -2.9626
C 1.6535 -3.0463 -2.5418
C -1.2583 0.6968 5.2822
C -4.8174 2.5258 2.2687
C 0.4773 -2.1793 -2.9964
C 2.9884 -2.3228 -2.5904
C 4.0800 1.9954 -2.4753
C -2.4324 2.3688 1.2458
C -1.5053 -0.7203 2.9450
C 5.1931 -2.2527 -3.5861
C 4.8231 0.9520 -1.6340
C -0.6657 3.3788 -2.7696
C 1.7235 -0.1541 1.2345
C 1.3661 -3.7096 -1.1938
C 2.4996 -0.8849 0.3467
C -1.1194 -1.4089 4.0822
C -2.1041 5.1580 -3.5051
C 4.6817 1.2581 -0.1413
C -1.4497 3.9632 -3.7561
C 0.0098 2.0684 -3.0633
C -1.9751 5.7869 -2.2733
C 4.4830 -0.4516 -2.1263
C -1.1795 5.1976 -1.3062
C -0.5259 4.0001 -1.5345
C -3.9134 2.6552 1.0413
C -2.4921 -3.4638 1.5503
C -1.3849 -2.4837 1.1710
C -3.6905 -3.7156 -0.6782
C 3.3864 -1.7895 0.9351
C -0.9986 -0.6761 5.2538
C -1.6544 1.3815 4.1411
C -5.1972 1.0891 2.6285
C 2.6486 -1.1191 3.1545
C 3.2671 -1.1264 -1.9127
C 1.7614 -0.2004 2.5966
C 3.4412 -1.8983 2.3197
C -3.7900 -3.2533 0.7719
C -1.7711 0.6457 2.9724
Be 1.1613 0.4818 -1.1992
H -4.3603 0.5194 3.0303
H 3.0003 1.9290 -2.3262
H 0.7449 -1.5317 -3.8326
H 5.9465 -2.6962 -4.2242
H 1.1310 0.4382 3.2016
H -4.0671 -2.1955 0.8021
H 3.7573 -3.7984 -3.9309
H -1.1578 1.2369 6.2139
H -3.4333 -4.7765 -0.7286
H -5.9889 1.0747 3.3789
H -0.6951 -1.1775 6.1629
H -4.2821 2.0082 0.2414
H 1.7473 -3.8552 -3.2713
H 2.1954 -4.3450 -0.8777
H -2.6795 -3.3832 2.6248
H 3.6479 1.4337 0.1479
H 4.0317 -2.3862 0.3031
H -1.2518 -2.4337 0.0909
H 5.0801 0.4572 0.4817
H -1.9200 2.5215 0.2919
H -5.5669 0.5637 1.7452
H -4.3548 3.0268 3.1261
H -2.1206 -4.4772 1.3705
H 5.2391 2.1697 0.0846
H -2.4790 6.7217 -2.0704
H 0.4688 -4.3306 -1.2658
H -2.7164 5.6131 -4.2724
H 2.7146 -1.2145 4.2291
H 5.8871 1.0690 -1.8585
H 0.1028 -1.5496 -2.1900
H -4.5917 -3.8001 1.2739
H -4.6379 -3.5739 -1.1986
H 1.1980 -2.9635 -0.4186
H -1.8683 2.4412 4.1660
H -1.9942 3.0447 1.9793
H 4.2761 1.8522 -3.5382
H -3.9639 3.6787 0.6594
H -5.7374 3.0767 2.0596
H 4.1322 -2.6068 2.7585
H -0.4336 -2.7836 1.6171
H -1.5362 3.4605 -4.7094
H 0.1001 3.5598 -0.7734
H 4.3979 3.0025 -2.1978
H -0.3590 -2.8081 -3.3114
H 6.3685 -0.5286 -3.1309
H -0.8983 -2.4673 4.0569
H -2.9363 -3.1473 -1.2241
*
```

Values from the calculation:
gap between HOMO and LUMO = 8.1 eV
energy above the lowest of the compared OMol25 structures with the same formula, charge and spin = 0.00 kJ/mol



4.
Density functional theory data (ωB97M-V/def2-TZVPD) for 2 unconnected molecules or ions with the total composition C40H47F4Si4.

Geometry as ORCA input:
```
! RIJCOSX wB97M-V def2-TZVPD def2/J DEFGRID3
* xyz 1 1
Si 0.2136 4.4359 5.1602
Si -0.2047 4.4665 1.8968
Si -1.4083 7.3901 1.0568
Si 2.2953 3.5138 0.2618
F 2.1896 -2.7510 4.8828
F -3.0598 -2.9396 -0.5823
F -5.3477 -0.7889 2.9783
F 2.9303 -2.4676 0.1932
C 3.0433 3.1088 1.9560
C 2.6049 1.9451 2.5924
C 2.5756 -2.6612 2.5362
C 4.5440 3.5239 3.8159
C -0.6946 8.7222 -1.3886
C -1.8272 8.4430 -3.5147
C 1.8573 4.7034 6.0426
C 2.6462 5.8353 5.7936
C 1.0605 4.8908 0.5399
C 0.2286 8.1595 1.5774
C 4.1543 2.3179 4.4031
C -0.6650 0.1729 2.2300
C 1.8199 -2.2757 3.6379
C -2.5945 7.4141 -2.9591
C 3.8541 6.0081 6.4816
C 3.5100 3.8951 7.6191
C -2.7981 8.3689 1.8373
C 4.2876 5.0350 7.3877
C -4.1885 -0.9807 2.2520
C -2.4256 7.0510 -1.6171
C -1.4864 7.7167 -0.8130
C 2.2109 -2.1000 1.3126
C -0.0939 2.6108 5.0256
C -1.9066 -0.3385 1.7518
C -3.1189 -0.1236 2.4842
C -1.6853 5.5492 1.4132
C -1.9470 -1.2221 0.6246
C 0.4454 -0.7683 2.3144
C 3.1483 1.5492 3.8197
C 3.7043 3.9716 -0.8683
C 0.7229 -1.4310 3.5504
C -3.0609 -2.0261 0.4506
C 1.1928 -1.1693 1.1722
C 1.3846 2.0313 -0.4196
C -1.0657 5.2857 6.2093
C 0.5281 5.1857 3.4800
C -4.1944 -1.9690 1.2682
C 3.9836 3.9253 2.5943
C -0.8782 9.0981 -2.7255
C 2.2855 3.7418 6.9579
H 0.0647 9.2321 -0.7886
H -2.0196 5.3528 5.6712
H 0.5381 1.6809 0.1828
H -1.2141 4.6906 7.1254
H -3.3371 6.8966 -3.5692
H 2.7849 0.6453 4.3177
H 0.4769 8.0007 2.6349
H 4.4425 4.6276 -0.3944
H 0.9978 2.3040 -1.4107
H -2.4589 5.5024 2.2047
H -0.7437 6.2902 6.5125
H -3.0376 6.2522 -1.1862
H -2.7885 8.2566 2.9303
H -3.7747 8.0442 1.4575
H 0.6258 2.1164 4.3586
H 4.2958 4.8650 2.1343
H 0.9585 -0.7742 0.1880
H 1.8244 1.3362 2.1247
H -5.0631 -2.6018 1.0990
H -1.1266 -1.2536 -0.1100
H -0.6720 1.0339 2.9044
H 5.2323 5.1639 7.9165
H -0.2794 9.9091 -3.1441
H 0.2404 6.2483 3.5880
H 0.0817 -1.2538 4.4163
H 1.6687 2.8597 7.1480
H 4.6157 1.9813 5.3360
H 0.1278 9.2490 1.4333
H -2.1349 5.0981 0.5035
H 4.4560 6.9041 6.3037
H 3.8517 3.1195 8.3081
H -3.1568 0.6298 3.2722
H 4.2326 3.0610 -1.1842
H 2.3257 6.5804 5.0592
H -1.1125 2.4444 4.6514
H 3.4042 -3.3520 2.6366
H 1.6252 5.1622 3.3365
H -2.6915 9.4352 1.6036
H 1.6215 5.8001 0.8241
H -1.9705 8.7358 -4.5540
H 3.3165 4.4702 -1.7648
H 5.2764 4.1607 4.3159
H 1.0790 7.8320 0.9630
H -0.4896 2.9034 1.9873
H 2.0839 1.1956 -0.5454
H 0.5397 5.1060 -0.4124
H -0.0112 2.1428 6.0168
*
```

Values from the calculation:
gap between HOMO and LUMO = 4.0 eV
energy above the lowest of the compared OMol25 structures with the same formula, charge and spin = 13.43 kJ/mol